No. 1
DFT (ωB97M-V/def2-TZVPD) results for a cluster of 9 separate species, C36H63N3O12S6 in total.

Cartesian coordinates (Å):
C (5.7610, 0.9170, 0.5930)
C (7.0372, 1.1428, -0.2111)
C (6.6545, 1.1647, -1.6708)
S (5.0714, 2.0204, -1.7140)
O (4.1771, 1.1854, -2.4775)
O (5.2474, 3.4069, -2.0437)
C (4.7449, 1.9201, 0.0510)
H (5.9484, 1.0311, 1.6602)
H (5.3578, -0.0987, 0.5313)
H (7.7989, 0.3885, -0.0081)
H (7.4895, 2.0927, 0.0910)
H (6.4113, 0.1536, -2.0010)
H (7.3414, 1.6119, -2.3832)
H (3.6804, 1.7429, 0.1743)
H (5.0291, 2.8826, 0.4780)
C (-3.7479, 3.7360, -0.0362)
C (-4.8510, 4.2226, -0.9935)
C (-4.7438, 5.7388, -0.9530)
S (-2.9873, 6.1225, -0.7105)
O (-2.8518, 6.8048, 0.5525)
O (-2.4351, 6.6924, -1.9108)
C (-2.4784, 4.4200, -0.4888)
H (-3.5839, 2.6564, -0.0056)
H (-4.0025, 4.0056, 0.9931)
H (-5.8127, 3.8888, -0.6038)
H (-4.6704, 3.7620, -1.9657)
H (-5.1871, 6.1092, -0.0275)
H (-5.1291, 6.3177, -1.7867)
H (-1.6603, 4.4103, 0.2302)
H (-2.0843, 4.0969, -1.4542)
C (0.5168, -3.0010, 3.4544)
C (1.4987, -2.7069, 2.3134)
C (2.6928, -3.6394, 2.5215)
S (2.1144, -5.0879, 3.4033)
O (2.7730, -5.2054, 4.6657)
O (2.1226, -6.2128, 2.5055)
C (0.4328, -4.5066, 3.6099)
H (-0.4577, -2.5187, 3.3899)
H (0.9594, -2.5765, 4.3684)
H (1.7883, -1.6593, 2.3615)
H (1.0210, -2.9204, 1.3553)
H (3.5210, -3.1583, 3.0393)
H (3.0954, -4.0120, 1.5801)
H (-0.0998, -4.9094, 4.4630)
H (-0.0240, -4.8647, 2.6772)
C (-2.3192, -1.3390, -2.7083)
C (-1.4226, -1.0175, -3.9077)
C (-2.2104, -0.1401, -4.8900)
S (-3.4862, 0.6798, -3.9066)
O (-4.7803, 0.1684, -4.2879)
O (-3.2725, 2.1020, -3.8369)
C (-3.0332, -0.0542, -2.3373)
H (-1.7536, -1.6679, -1.8376)
H (-2.9792, -2.1777, -2.9363)
H (-1.2087, -1.9940, -4.3457)
H (-0.4709, -0.5472, -3.6663)
H (-2.7252, -0.6876, -5.6751)
H (-1.6016, 0.6531, -5.3203)
H (-3.9334, -0.0336, -1.7257)
H (-2.3129, 0.6268, -1.8735)
C (2.1206, -6.0279, -1.0489)
C (0.7760, -6.6768, -0.6785)
C (-0.3707, -5.7116, -1.0067)
S (0.2567, -4.4853, -2.1391)
O (0.4036, -3.2109, -1.4810)
O (-0.4752, -4.5511, -3.3712)
C (1.8593, -5.2430, -2.3245)
H (2.8608, -6.7903, -1.2825)
H (2.4897, -5.3834, -0.2525)
H (0.7299, -7.0270, 0.3506)
H (0.6714, -7.5868, -1.2762)
H (-0.6702, -5.1835, -0.0980)
H (-1.2506, -6.2201, -1.3889)
H (2.6007, -4.5057, -2.6287)
H (1.7229, -5.8898, -3.1961)
C (0.9445, 2.2283, 3.4480)
C (0.6878, 0.9221, 4.2317)
C (2.0291, 0.5287, 4.8352)
S (3.2862, 1.0302, 3.6508)
O (3.7772, -0.1129, 2.9283)
O (4.1848, 1.9570, 4.2777)
C (2.1645, 1.9637, 2.5909)
H (1.0922, 3.0408, 4.1600)
H (0.0587, 2.4287, 2.8462)
H (0.2925, 0.1712, 3.5427)
H (-0.0388, 1.0679, 5.0298)
H (2.1896, -0.5248, 5.0645)
H (2.2180, 1.0877, 5.7516)
H (1.9292, 1.3660, 1.7122)
H (2.7044, 2.8663, 2.3082)
N (-5.7619, -0.1200, 1.6785)
C (-5.1960, 0.2993, 2.8528)
C (-5.9653, -0.1704, 3.8760)
C (-7.1147, -0.7823, 3.2952)
C (-6.9567, -0.7382, 1.9366)
H (-5.3903, 0.0490, 0.7603)
H (-4.2351, 0.7868, 2.8314)
H (-5.7371, -0.1226, 4.9275)
H (-7.9919, -1.1186, 3.8219)
H (-7.5860, -1.0700, 1.1291)
N (0.0007, -0.7856, -0.1238)
C (0.6221, 0.3710, -0.4682)
C (-0.1013, 1.4256, 0.0229)
C (-1.2102, 0.8717, 0.7154)
C (-1.1031, -0.4945, 0.6262)
H (0.2730, -1.7336, -0.3378)
H (1.5864, 0.3614, -0.9512)
H (0.1498, 2.4556, -0.1744)
H (-2.0185, 1.3299, 1.2658)
H (-1.7578, -1.2630, 1.0054)
N (-0.0209, 4.0610, -3.8413)
C (-0.1143, 2.8562, -3.2064)
C (1.1073, 2.2511, -3.2997)
C (1.9987, 3.1468, -3.9465)
C (1.2750, 4.2609, -4.2627)
H (-0.8194, 4.5998, -4.1322)
H (-1.0187, 2.3246, -2.9653)
H (1.3456, 1.2450, -2.9991)
H (3.0262, 2.8863, -4.1302)
H (1.5001, 5.1516, -4.8240)

As for the LUMO energy: -0.03 eV. The HOMO energy comes out at -7.936 eV. Its energy above the lowest of the compared OMol25 structures with the same formula, charge and spin is 0.0 kJ/mol. For the total energy, the calculation gives -132403.154 eV. As for the structure (SMILES): O=S1(=O)CCCC1.O=S1(=O)CCCC1.O=S1(=O)CCCC1.O=S1(=O)CCCC1.O=S1(=O)CCCC1.O=S1(=O)CCCC1.c1cc[nH]c1.c1cc[nH]c1.c1cc[nH]c1. As for the total charge: 0.

These are the Mulliken partial charges, in e, on atoms 1 to 2:
1. C -0.39
2. C -0.85

No. 2
DFT (ωB97M-V/def2-TZVPD) results for a cluster of 5 separate species, C9H19Br8NO2 in total.

Cartesian coordinates (Å):
C (-21.6824, -8.5920, 7.0880)
N (-20.5910, -8.9588, 6.1421)
O (-20.5392, -10.0736, 5.6061)
O (-19.7450, -8.1555, 5.8269)
H (-22.6689, -8.9281, 6.7685)
H (-21.5913, -7.5102, 7.1848)
H (-21.5234, -8.9999, 8.0862)
Br (-18.6469, -14.0837, 8.2592)
C (-18.4543, -14.7801, 6.4192)
C (-18.3081, -16.2421, 6.6524)
Br (-18.1716, -17.0966, 4.9260)
H (-17.5222, -14.4215, 5.9827)
H (-19.2610, -14.3906, 5.7982)
H (-19.0846, -16.7076, 7.2594)
H (-17.3168, -16.4218, 7.0685)
Br (-22.0407, -11.9030, 0.7518)
C (-22.2514, -13.6788, 1.4429)
C (-23.4285, -13.7888, 2.5116)
Br (-23.4584, -15.7070, 3.0197)
H (-21.2605, -13.8823, 1.8489)
H (-22.5115, -14.3608, 0.6334)
H (-24.3801, -13.4106, 2.1381)
H (-23.1565, -13.2521, 3.4205)
Br (-13.3467, -21.3402, 9.3658)
C (-14.0759, -20.5305, 7.6702)
C (-14.0792, -21.5100, 6.5299)
Br (-15.3043, -23.0846, 6.9222)
H (-13.4693, -19.6597, 7.4213)
H (-15.0921, -20.2118, 7.9024)
H (-13.0783, -21.9411, 6.5107)
H (-14.4581, -21.1443, 5.5755)
Br (-17.2730, -21.3488, 0.9129)
C (-18.5549, -20.9694, -0.6401)
C (-19.2506, -19.6550, -0.3274)
Br (-20.2669, -19.0060, -1.9063)
H (-19.1885, -21.8551, -0.6853)
H (-18.0058, -20.9178, -1.5803)
H (-18.6060, -18.8160, -0.0652)
H (-19.9232, -19.8277, 0.5128)

As for the LUMO energy: 0.07 eV. The HOMO energy comes out at -10.062 eV. Its energy above the lowest of the compared OMol25 structures with the same formula, charge and spin is 147.0 kJ/mol. For the total energy, the calculation gives -575562.735 eV. As for the structure (SMILES): C[N+](=O)[O-].BrCCBr.BrCCBr.BrCCBr.BrCCBr. As for the total charge: 0.

These are the Mulliken partial charges, in e, on atoms 1 to 2:
1. C -0.70
2. N 0.83

No. 3
DFT (ωB97M-V/def2-TZVPD) results for a structure of composition C2H3LiO2.

Cartesian coordinates (Å):
H (0.9849, 0.5969, -0.9181)
C (0.0684, -0.9952, -0.8362)
O (-0.8132, -1.8601, -0.9273)
Li (-1.5914, -1.4736, 0.8328)
O (-0.1533, -0.2326, 0.3199)
C (0.5646, 1.0200, 0.2130)
H (-0.1814, 1.8262, 0.1590)
H (1.1212, 1.1183, 1.1568)

As for the LUMO energy: -0.73 eV. The HOMO energy comes out at -7.618 eV. Its energy above the lowest of the compared OMol25 structures with the same formula, charge and spin is 295.1 kJ/mol. For the total energy, the calculation gives -6420.696 eV. As for the total charge: 0.

These are the Mulliken partial charges, in e, on atoms 1 to 2:
1. H 0.37
2. C -0.36

No. 4
DFT (ωB97M-V/def2-TZVPD) results for a structure of composition C7H9AsFeN3SSe3Te.

Cartesian coordinates (Å):
Fe (-0.6876, -0.6078, 1.9304)
Se (-2.4509, 0.3258, 3.2463)
Se (-4.4984, -0.0844, 2.3767)
Te (-3.1971, -3.6334, 2.2456)
Se (-1.8848, -2.2946, 0.6619)
N (1.0740, -1.4800, 1.4625)
C (1.9218, -1.9072, 0.7961)
C (2.9737, -2.3160, -0.0026)
C (3.1587, -3.6793, -0.3347)
N (3.3270, -4.7893, -0.6010)
C (3.8046, -1.3156, -0.5596)
N (4.4519, -0.4775, -1.0214)
C (-2.3202, 1.4165, -0.3200)
As (-0.3996, 1.4975, -0.1695)
C (0.3421, 0.1612, -1.3431)
C (0.0720, 3.1761, -1.0061)
S (0.3850, 1.5382, 1.7994)
H (-2.5821, 1.7604, -1.3212)
H (-2.7411, 2.0714, 0.4404)
H (-2.6801, 0.4035, -0.1447)
H (0.0508, 0.4187, -2.3616)
H (-0.0314, -0.8269, -1.0824)
H (1.4268, 0.1833, -1.2430)
H (-0.3082, 3.2065, -2.0265)
H (1.1559, 3.2719, -1.0053)
H (-0.3628, 3.9809, -0.4167)

As for the LUMO energy (spin up / spin down): 1.90 / 1.08 eV. The HOMO energy (spin up / spin down) comes out at -4.654 / -4.529 eV. Its energy above the lowest of the compared OMol25 structures with the same formula, charge and spin is 9.0 kJ/mol. Its spin multiplicity is 5. For the total energy, the calculation gives -321270.222 eV. As for the total charge: -1.

These are the Mulliken partial charges, in e, on atoms 1 to 2:
1. Fe 0.16
2. Se -0.10

No. 5
DFT (ωB97M-V/def2-TZVPD) results for a cluster of 8 separate species, C5H32B2NO5 in total.

Cartesian coordinates (Å):
O (-21.9781, -10.6518, 3.2745)
H (-21.5526, -10.9621, 2.4718)
H (-21.5501, -9.8209, 3.4937)
H (-21.9096, -11.2523, 4.0204)
O (-19.9989, -14.3692, 4.7687)
H (-20.5270, -15.0768, 5.1455)
H (-20.3972, -13.5076, 4.9122)
H (-19.8434, -14.5477, 3.8383)
N (-18.3040, -8.3608, 2.7336)
H (-17.6575, -8.8616, 3.3263)
H (-18.1917, -8.4863, 1.7378)
H (-18.1447, -7.4176, 3.0578)
H (-19.2289, -8.6433, 3.0250)
B (-21.9511, -12.5494, 5.5158)
H (-22.8938, -13.0736, 5.5424)
H (-22.0383, -11.5145, 5.8083)
H (-21.3249, -13.0814, 6.2151)
H (-21.5346, -12.4522, 4.5252)
B (-19.6253, -14.0983, 2.1310)
H (-18.5867, -14.2028, 2.4041)
H (-20.1658, -14.9451, 2.5248)
H (-20.0750, -13.1777, 2.4693)
H (-19.6600, -14.1449, 1.0536)
C (-20.9892, -9.7872, 0.1595)
O (-20.4135, -10.8356, 0.8929)
H (-20.7603, -8.7490, 0.4001)
H (-20.7632, -9.7737, -0.9067)
H (-22.0531, -9.9824, 0.2935)
C (-21.3752, -7.4708, 4.3887)
O (-20.6732, -8.7085, 4.5019)
H (-21.3023, -7.1298, 3.3560)
H (-22.4123, -7.4353, 4.7222)
H (-20.9961, -6.6482, 4.9952)
C (-23.3978, -13.4111, 0.5376)
C (-22.9942, -14.9084, 0.7198)
C (-23.8151, -15.9590, -0.0748)
O (-21.6950, -15.1262, 0.2318)
H (-23.3382, -13.1790, -0.5258)
H (-22.7609, -12.7672, 1.1441)
H (-24.4364, -13.1930, 0.7863)
H (-23.1726, -15.2331, 1.7450)
H (-23.6937, -17.0031, 0.2138)
H (-23.5712, -15.9852, -1.1368)
H (-24.8793, -15.7380, 0.0070)
H (-21.0443, -14.7176, 0.8074)

As for the LUMO energy (spin up / spin down): -1.15 / -3.03 eV. The HOMO energy (spin up / spin down) comes out at -8.534 / -8.529 eV. Its spin multiplicity is 2. For the total energy, the calculation gives -18771.563 eV. As for the total charge: 0.

These are the Mulliken partial charges, in e, on atoms 1 to 2:
1. O -0.24
2. H 0.33

No. 6
DFT (ωB97M-V/def2-TZVPD) results for the molecule C3H3FN2O2.

Cartesian coordinates (Å):
C (-1.5218, -0.3306, -1.7625)
C (0.0286, 0.5717, 1.1470)
C (0.7147, -0.5388, -0.6175)
H (-1.0278, -0.8608, -2.5462)
H (-2.2648, -1.0107, -1.2479)
H (-1.9698, 0.5751, -2.1609)
N (-0.5625, -0.0115, -0.7400)
N (-1.0022, 0.6069, 0.4305)
O (1.0955, -0.0756, 0.6462)
O (1.3600, -1.2538, -1.3253)
F (0.1381, 1.0610, 2.3280)

As for the LUMO energy: 0.71 eV. The HOMO energy comes out at -9.595 eV. Its energy above the lowest of the compared OMol25 structures with the same formula, charge and spin is 118.4 kJ/mol. For the total energy, the calculation gives -12951.641 eV. As for the structure (SMILES): Cn1nc(F)oc1=O. As for the total charge: 0.

These are the Mulliken partial charges, in e, on atoms 1 to 2:
1. C -0.75
2. C 0.54